Entry from the Open Molecules 2025 dataset: C9H18ClI2NO3PS as an isolated structure (ωB97M-V with the def2-TZVPD basis set).

Values from the calculation:
gap between HOMO and LUMO: 7.5379 eV
E_HOMO: -11.1 eV

The geometry in ORCA input format:
```
! RIJCOSX wB97M-V def2-TZVPD def2/J DEFGRID3
* xyz 1 1
C 2.48193 1.22372 2.14867
C 2.73089 -0.26594 2.14183
I 4.63170 -0.78068 2.85422
C 1.84650 -1.16531 1.69629
I 2.21653 -3.23114 1.70390
C 0.44591 -0.86583 1.16805
C -0.58702 -0.88034 2.32846
N -1.21448 0.44669 2.63227
C -1.62656 1.08859 1.33421
C -0.35908 1.37507 0.56526
P -0.81226 2.11559 -1.11264
O -1.71734 3.36842 -0.61257
Cl 1.01390 2.97314 -1.47738
O 0.40761 0.24564 0.27846
H 1.55186 1.49341 2.64697
H 2.46979 1.59365 1.12416
H 3.29123 1.73066 2.66130
H 0.19294 -1.73667 0.56724
H -0.10478 -1.24656 3.23039
H -1.40465 -1.55635 2.09674
H -0.61289 1.07015 3.16805
H -2.06135 0.27564 3.17276
H -2.27104 0.38193 0.81427
H -2.17548 2.00175 1.53677
H 0.19932 2.15160 1.10754
H -1.37308 3.84627 0.14872
C 0.42261 -1.90022 -4.43890
S -0.46711 -2.01654 -2.88484
O -1.09509 -3.35822 -2.82439
C -1.76278 -0.85156 -3.32984
H 1.25437 -2.59970 -4.39794
H -0.24481 -2.16661 -5.25780
H 0.80149 -0.88592 -4.56472
H -2.27421 -1.20463 -4.22489
H -1.32722 0.13273 -3.49889
H -2.46736 -0.80242 -2.50175
*
```

Entry from the Open Molecules 2025 dataset: a 2-piece molecular cluster, C9H18ClN2OP overall at a distorted geometry (ωB97M-V with the def2-TZVPD basis set).

Values from the calculation:
gap between HOMO and LUMO: 8.8294 eV
SMILES: C=C=N[P@@](Cl)(=NC(C)C)C(C)C.C=O
energy above the lowest of the compared OMol25 structures with the same formula, charge and spin: 58.9 kcal per mole
E_HOMO: -8.4 eV

The geometry in ORCA input format:
```
! RIJCOSX wB97M-V def2-TZVPD def2/J DEFGRID3
* xyz 0 1
C -0.06573 2.18621 0.24396
C -1.99185 -0.66670 -2.84510
C 0.46112 -0.07539 -3.33102
C 1.99041 -0.40693 0.94452
C 0.58341 -2.42761 1.55758
C 0.48954 3.31816 0.14576
C -0.89622 1.72245 4.13954
C -0.48363 -1.08907 -2.60217
C 0.52868 -0.85572 1.47883
N -0.71116 1.19456 0.01091
N -0.07208 -1.18151 -1.23323
O -0.95029 1.48130 2.96185
P -0.59058 -0.46637 0.07409
Cl -2.37214 -0.91277 0.77726
H -2.39411 -0.70500 -3.91328
H -2.56977 -1.49549 -2.35589
H -2.04424 0.34954 -2.44143
H 0.15024 0.87526 -2.74926
H 0.38195 -0.07256 -4.43502
H 1.54843 -0.32993 -2.99623
H 2.23361 -0.45741 -0.12070
H 2.17576 0.57082 1.26446
H 2.78469 -1.01339 1.41766
H -0.39639 -2.67199 2.05428
H 1.30781 -2.65130 2.30609
H 0.99888 -2.92005 0.67403
H 0.22206 4.27961 0.66030
H 1.45418 3.32649 -0.48559
H -0.16051 1.26818 4.68638
H -1.50233 2.44452 4.61794
H -0.41036 -2.16607 -3.01109
H 0.30062 -0.45182 2.50457
*
```

Entry from the Open Molecules 2025 dataset: C9H18CuOP as an isolated structure at a distorted geometry (ωB97M-V with the def2-TZVPD basis set).

Values from the calculation:
gap between HOMO and LUMO (spin up / spin down): 2.7749 / 6.9772 eV
E_HOMO (spin up / spin down): 0.5 / -3.6 eV

The geometry in ORCA input format:
```
! RIJCOSX wB97M-V def2-TZVPD def2/J DEFGRID3
* xyz -1 2
C -0.00631 0.25498 -2.76804
C -1.00150 -0.72770 -3.17860
C -0.59587 -2.00834 -2.73997
C 0.62545 -1.87915 -2.01266
C 1.02296 -0.49380 -2.00064
Cu 0.13762 1.19115 -0.87019
P -0.50722 3.20130 -0.81721
H 0.14095 1.22711 -3.23753
H -1.90013 -0.48460 -3.74386
H -1.11003 -2.94073 -2.92676
H 2.00931 -0.12311 -1.72225
H 1.18556 -2.68513 -1.55535
H -1.61404 3.31232 0.07407
H -1.00305 3.78420 -2.01560
H 0.38455 4.20292 -0.33383
C 0.17659 1.01249 3.21031
C 0.98218 0.62423 1.98466
O 0.16186 0.20930 0.85667
C -0.69322 -0.93382 1.14281
C 0.11573 -2.17132 1.43377
H -0.62225 1.72979 2.97900
H 0.85711 1.49617 3.91411
H -0.25068 0.14563 3.71643
H 1.56601 1.46905 1.60469
H 1.64190 -0.22259 2.21966
H -1.30741 -0.64268 2.00200
H -1.31887 -1.06439 0.25042
H 0.66269 -2.06674 2.37820
H -0.56169 -3.02380 1.53063
H 0.82181 -2.39275 0.62504
*
```

Calculated total energy (eV), listed in the same order as above: -66097.4961; -36460.7735; -65597.5319